ORCA calculation (wB97M-V/def2-TZVPD) on C15H15BIMnN10 as an isolated structure.

Calculated values
Highest occupied orbital energy (alpha / beta): -16.6 / -16.6 eV
Net charge: +3
E_LUMO (alpha / beta): -0.44859 / -0.51480 Ha
ΔE to the lowest compared entry with this formula, charge and spin: 0.0 kcal/mol
Calculated total energy: -70768.73408 eV
Spin multiplicity: 6

Element x y z (Å)
Mn: -0.001011 -0.722476 1.534250
C: 0.256963 3.266577 2.284792
C: 0.187281 1.972851 2.747183
N: 0.079766 1.146004 1.672735
N: 0.084310 1.891338 0.547432
C: 0.197713 3.172384 0.893295
B: 0.030401 1.129867 -0.847687
N: 1.289638 0.201539 -0.814313
C: 2.389703 0.138218 -1.567612
C: 3.266754 -0.800829 -1.021425
C: 2.626885 -1.285269 0.089913
N: 1.407893 -0.701101 0.208935
N: -1.267315 0.223760 -0.762191
C: -2.316161 0.207753 -1.589518
C: -3.312374 -0.600270 -1.051511
C: -2.791329 -1.059226 0.139358
N: -1.537200 -0.583056 0.303439
N: -0.049112 2.080820 -1.964212
C: -0.984790 3.073409 -2.146093
C: -0.722602 3.675199 -3.341414
C: 0.410688 2.996647 -3.840181
N: 0.813796 2.047047 -3.026553
H: 0.343989 4.164871 2.871796
H: 0.205892 1.598539 3.758813
H: 0.234997 3.937991 0.134172
H: 2.450746 0.758316 -2.449413
H: 4.233187 -1.081255 -1.402863
H: 2.958339 -2.027923 0.797853
H: -2.291890 0.772969 -2.507912
H: -4.282371 -0.803184 -1.471099
H: -3.254491 -1.680073 0.890943
H: -1.759744 3.262015 -1.418913
H: -1.258581 4.490936 -3.794747
H: 0.947819 3.174941 -4.758346
I: -0.998240 -6.784525 1.626998
C: -0.263624 -4.991146 2.039848
C: 0.801458 -4.696514 2.913894
N: 0.953839 -3.387540 2.891983
N: 0.047106 -2.763542 2.069276
C: -0.686233 -3.726623 1.544678
H: 1.422916 -5.335399 3.526648
H: 1.602638 -2.849319 3.455236
H: -1.467633 -3.504740 0.832549

Forces on atoms 1 to 6 (eV/Å):
0.0319 0.3128 -0.3424
0.0292 0.0826 -0.0096
0.0217 -0.0075 -0.2262
-0.0311 0.0990 0.4188
-0.0483 -0.2158 -0.1168
0.0114 -0.0205 -0.0184